[1]
Here is a molecular structure, C4H8NO2 at a distorted geometry from the Open Molecules 2025 dataset. Energies are from wB97M-V/def2-TZVPD.

Geometry as XYZ:
```
15
Properties=species:S:1:pos:R:3:lowdin_charge:R:1
C -0.1175 1.7528 1.4716 -0.16
C 0.2242 0.2366 1.8155 -0.45
N 1.1161 -0.4690 0.9685 -0.16
C 0.5462 -1.2173 -0.1161 -0.31
C -0.2447 -0.5095 -1.2072 -0.61
O -0.0189 -0.6986 -2.3774 0.06
O -1.1856 0.3961 -0.8096 0.03
H 0.6588 2.0719 0.7673 0.04
H 0.0728 2.3135 2.3908 0.03
H -1.1263 1.9572 1.1165 0.03
H -0.7776 -0.2099 2.0358 0.08
H 0.7310 0.3248 2.7855 0.06
H -0.2262 0.8628 -0.9547 0.16
H -0.1193 -2.0210 0.2966 0.10
H 1.3570 -1.7393 -0.6296 0.09
```

Charge = -1
LUMO = 4.10 eV
Maximum force = 4.08 eV/A

---

[2]
Here is a gas-phase ion, C4H8NO2 (charge -1) at a distorted geometry from the Open Molecules 2025 dataset. Energies are from wB97M-V/def2-TZVPD.

Geometry as XYZ:
```
15
Properties=species:S:1:pos:R:3:lowdin_charge:R:1
O -1.1624 -0.7403 2.5149 -0.07
C -1.5268 -1.1984 1.4291 -0.74
O -2.4554 -1.9865 1.0968 -0.12
C -0.7180 -0.7939 0.0929 -0.15
C 0.6763 -0.2261 0.3589 -0.21
C 1.0472 1.1149 -0.3426 -0.31
N 0.6530 1.4185 -1.7336 -0.03
H -1.5267 -0.3333 -0.4885 0.09
H -0.5672 -1.7628 -0.3988 0.08
H 1.4529 -0.9378 0.1191 0.09
H 0.6908 0.1054 1.3979 0.09
H 0.6658 1.9154 0.3063 0.10
H 2.1063 1.3844 -0.2392 0.09
H -0.3582 1.3230 -1.7476 0.04
H 1.0224 0.7176 -2.3655 0.05
```

Charge = -1
Structure (SMILES) = NCCCC(=O)[O-]
LUMO = 4.00 eV
Maximum force = 2.41 eV/A

---

Computed HOMO energy (eV) in order:
-1.863 -3.810
Computed ΔE to the lowest compared entry with this formula, charge and spin (eV) in order:
4.448 0.939
Computed energy (Ha) in order:
-362.360761 -362.489703